Entry 1:
Molecular formula: C11H14N2
Method: DFT, wB97M-V/def2-TZVPD

Structure (XYZ):
```
27
Properties=species:S:1:pos:R:3:forces:R:3
C 2.4123 -0.3573 -3.0240 -0.8 -0.1 0.9
C 0.9750 0.0594 -2.8739 -0.3 -0.3 -0.9
C 0.3277 0.8608 -1.9852 0.8 0.0 0.5
N -0.9645 0.9732 -2.4188 -0.4 -0.1 -0.1
C -1.0665 0.2249 -3.5503 0.5 0.1 -0.5
N 0.0744 -0.3436 -3.8446 0.1 0.3 0.0
H 3.0721 0.5075 -2.9962 0.1 -0.1 -0.2
H 2.4749 -0.9284 -3.9434 0.3 0.1 -0.1
H 2.6593 -1.0172 -2.1909 0.3 0.0 0.0
H 0.7176 1.3195 -1.0917 -0.3 0.1 0.0
H -1.7207 1.4267 -1.9382 0.1 0.1 0.0
H -1.8556 0.2914 -4.2835 -0.5 -0.2 0.5
C -0.9695 -2.3570 2.1249 -0.7 0.3 0.6
C -0.7468 -0.8754 2.3283 -0.1 -0.4 0.0
C -1.4260 0.0660 1.5672 0.7 0.4 -0.4
C -0.8595 1.3336 1.4179 -0.4 0.3 0.3
C 0.2081 1.7356 2.1961 0.6 -0.1 0.0
C 0.6909 0.8842 3.1900 -0.7 -0.4 -0.1
C 0.2275 -0.4265 3.2307 -0.4 0.8 0.4
H -1.6483 -2.5248 1.2935 0.1 -0.1 -0.2
H -1.4397 -2.8225 2.9963 0.2 -0.1 0.1
H -0.0133 -2.8388 1.9358 0.0 -0.1 -0.1
H -2.3445 -0.1534 1.0325 0.3 -0.4 -0.2
H -1.2877 2.0515 0.7254 -0.1 -0.1 0.0
H 0.7040 2.6825 2.0196 -0.3 0.2 0.1
H 1.3416 1.2442 3.9726 0.3 0.0 -0.1
H 0.4572 -1.0159 4.1098 0.5 -0.5 -0.4
```
Forces are in eV/Å.

Its multiplicity is 1. Its relative energy (zero: lowest compared OMol25 entry of this formula, charge and spin) is 13.0 kcal per mole. Its SMILES is Cc1c[nH]cn1.Cc1ccccc1. The calculation puts the largest force on an atom at 0.0233 hartree/bohr. For the total energy, the calculation gives -14613.8587 eV.

The computed Löwdin charges, all in e, follow: atom 1 (C): -0.0443, atom 2 (C): -0.3502, atom 3 (C): -0.0862, atom 4 (N): 0.0455, atom 5 (C): -0.2119, atom 6 (N): 0.0799, atom 7 (H): 0.0715, atom 8 (H): 0.0688, atom 9 (H): 0.0702, atom 10 (H): 0.1063, atom 11 (H): 0.1364, atom 12 (H): 0.1124, atom 13 (C): -0.0478, atom 14 (C): -0.2783, atom 15 (C): -0.0534, atom 16 (C): -0.1174, atom 17 (C): -0.1087, atom 18 (C): -0.0864, atom 19 (C): -0.0558, atom 20 (H): 0.0716, atom 21 (H): 0.0795, atom 22 (H): 0.0815, atom 23 (H): 0.1103, atom 24 (H): 0.0954, atom 25 (H): 0.0995, atom 26 (H): 0.0995, atom 27 (H): 0.1120

Entry 2:
Molecular formula: C11H14N2
Method: DFT, wB97M-V/def2-TZVPD

Structure (XYZ):
```
27
Properties=species:S:1:pos:R:3:forces:R:3
C -0.2000 -2.5870 2.9786 1.5 0.3 1.0
C -0.9278 -1.7444 2.0080 -0.7 -0.3 -0.3
C -2.0348 -2.0883 1.2837 0.5 -0.4 0.2
N -2.4303 -0.9421 0.6428 -0.8 0.1 -0.1
C -1.6102 0.0458 1.0551 0.5 0.1 -0.3
N -0.6538 -0.4154 1.8052 0.2 0.2 1.1
H 0.8366 -2.7855 2.7082 0.1 -0.1 -0.6
H -0.6200 -3.5478 3.2470 -0.5 -0.1 -0.3
H -0.0316 -2.0422 3.9197 -0.5 0.0 -0.1
H -2.4859 -3.0589 1.1720 -0.3 0.2 -0.1
H -3.2944 -0.7940 0.1507 0.1 -0.1 -0.1
H -1.7188 1.0815 0.7863 -0.1 0.0 -0.3
C 1.3458 -0.8036 -0.7712 0.1 -1.4 0.5
C 1.1526 0.5935 -1.2278 -0.3 0.5 -0.2
C 1.9528 1.6509 -0.8018 0.0 -0.3 0.0
C 1.7509 2.9359 -1.2822 0.0 -0.1 0.2
C 0.7227 3.2131 -2.1697 0.3 -0.2 -0.1
C -0.1187 2.1802 -2.5719 -0.1 0.3 0.6
C 0.1001 0.9016 -2.0960 -0.2 -0.2 0.3
H 2.3392 -1.0089 -0.3857 0.3 0.2 -0.1
H 1.1476 -1.5646 -1.5255 0.2 0.3 -0.5
H 0.6872 -1.1560 0.0244 -0.2 0.7 0.2
H 2.7345 1.4830 -0.0658 0.0 -0.1 -0.1
H 2.4011 3.7125 -0.9050 0.0 0.2 -0.1
H 0.6140 4.2142 -2.5531 -0.2 0.2 0.0
H -1.0256 2.3951 -3.1161 0.1 0.0 -0.4
H -0.6330 0.1313 -2.3100 0.2 -0.1 -0.2
```
Forces are in eV/Å.

Its multiplicity is 1. Its relative energy (zero: lowest compared OMol25 entry of this formula, charge and spin) is 4.8 kcal per mole. Its SMILES is Cc1c[nH]cn1.Cc1ccccc1. The calculation puts the largest force on an atom at 0.0351 hartree/bohr. For the total energy, the calculation gives -14614.2122 eV.

The computed Löwdin charges, all in e, follow: atom 1 (C): -0.0538, atom 2 (C): -0.3796, atom 3 (C): -0.0704, atom 4 (N): 0.0524, atom 5 (C): -0.2155, atom 6 (N): 0.0872, atom 7 (H): 0.0697, atom 8 (H): 0.0712, atom 9 (H): 0.0811, atom 10 (H): 0.1128, atom 11 (H): 0.1455, atom 12 (H): 0.1227, atom 13 (C): -0.0565, atom 14 (C): -0.2762, atom 15 (C): -0.0487, atom 16 (C): -0.0947, atom 17 (C): -0.0999, atom 18 (C): -0.0961, atom 19 (C): -0.0702, atom 20 (H): 0.0788, atom 21 (H): 0.0813, atom 22 (H): 0.0489, atom 23 (H): 0.1121, atom 24 (H): 0.0988, atom 25 (H): 0.0945, atom 26 (H): 0.0967, atom 27 (H): 0.1080

Entry 3:
Molecular formula: C11H14N2
Method: DFT, wB97M-V/def2-TZVPD

Structure (XYZ):
```
27
Properties=species:S:1:pos:R:3:forces:R:3
C -0.2176 2.7223 0.0622 1.6 1.5 -0.5
C -1.0317 1.9273 0.3989 0.3 0.4 0.3
C -2.1185 1.0965 0.8077 2.3 -1.0 2.0
C -1.7236 -0.3156 1.1763 -0.5 -1.9 -2.0
C -1.1916 -1.1477 -0.1401 -4.3 2.0 1.2
C -2.3845 -1.2531 -1.1228 -0.2 -1.8 -0.7
N -0.2542 -0.3517 -0.8344 3.8 -1.5 0.7
C 0.9876 -0.4949 -0.4665 -0.7 0.7 0.5
C 1.6243 -1.0108 0.8409 -0.6 1.3 -1.2
C 2.8219 -0.5193 1.2247 -1.0 -1.3 0.2
N 3.6962 0.2096 0.4638 0.1 0.0 0.9
C 3.2396 0.4984 -0.6619 2.1 2.5 -2.7
C 2.0044 0.1440 -1.3821 0.0 -3.0 0.6
H 0.5409 3.4315 -0.2418 -0.5 -0.5 0.2
H -2.5165 1.5084 1.6857 -0.8 0.9 1.3
H -2.7743 1.2260 0.0680 -3.2 -0.2 -2.8
H -0.9363 -0.2206 1.8662 1.2 -0.1 1.0
H -2.5482 -0.8670 1.6995 0.6 0.4 -0.7
H -0.9757 -2.1580 0.1020 1.1 -0.8 0.6
H -2.4147 -0.4255 -1.7924 0.2 0.8 -0.5
H -3.3927 -1.3579 -0.7537 -0.3 0.1 1.0
H -2.3162 -2.1697 -1.7658 0.4 0.7 0.4
H 1.0507 -1.4084 1.6453 -0.7 -0.6 0.1
H 3.1592 -0.6392 2.2298 0.0 -0.4 0.6
H 3.8909 1.2699 -1.1476 -0.5 -0.8 -0.3
H 2.1576 -0.7274 -2.1574 0.2 2.0 1.0
H 1.6228 1.0330 -1.8045 -0.6 0.7 -1.0
```
Forces are in eV/Å.

Its multiplicity is 1. Its relative energy (zero: lowest compared OMol25 entry of this formula, charge and spin) is 113.9 kcal per mole. Its SMILES is C#CCC[C@@H](C)/N=C1\C=CN=CC1. The calculation puts the largest force on an atom at 0.0951 hartree/bohr. For the total energy, the calculation gives -14609.4803 eV.

The computed Löwdin charges, all in e, follow: atom 1 (C): 0.1068, atom 2 (C): -0.1616, atom 3 (C): -0.2132, atom 4 (C): -0.1086, atom 5 (C): -0.3673, atom 6 (C): -0.0785, atom 7 (N): 0.0832, atom 8 (C): -0.2507, atom 9 (C): 0.0188, atom 10 (C): -0.1456, atom 11 (N): 0.0621, atom 12 (C): -0.1775, atom 13 (C): -0.0939, atom 14 (H): 0.0376, atom 15 (H): 0.1100, atom 16 (H): 0.0764, atom 17 (H): 0.0730, atom 18 (H): 0.1257, atom 19 (H): 0.1165, atom 20 (H): 0.0580, atom 21 (H): 0.0640, atom 22 (H): 0.0839, atom 23 (H): 0.0826, atom 24 (H): 0.0980, atom 25 (H): 0.1238, atom 26 (H): 0.1797, atom 27 (H): 0.0967

Entry 4:
Molecular formula: C11H14N2O
Method: DFT, wB97M-V/def2-TZVPD

Structure (XYZ):
```
28
Properties=species:S:1:pos:R:3:forces:R:3
C 0.6290 -0.4332 -3.7375 0.8 0.6 -0.2
C 0.6305 0.2494 -2.4068 -1.3 0.5 -0.4
C 1.5040 1.0967 -1.8295 0.5 -0.8 0.5
N 1.0869 1.4567 -0.5303 -0.1 -0.2 -0.6
C -0.1838 0.9069 -0.3822 -1.4 1.1 0.0
C -1.1008 1.2195 0.6403 1.5 0.3 -1.1
C -2.3201 0.5961 0.6051 -0.5 -1.5 -0.3
C -2.6256 -0.2439 -0.4951 -0.1 0.9 -1.2
C -1.8145 -0.3482 -1.6187 -0.4 0.2 0.7
C -0.5530 0.2402 -1.5458 1.2 -1.2 0.1
H -0.3449 -0.2646 -4.1788 -0.3 -0.4 -0.2
H 0.8837 -1.4860 -3.6804 -0.3 -0.3 0.1
H 1.3483 -0.0053 -4.4422 0.0 0.1 0.2
H 2.5168 1.2551 -2.1340 0.3 0.4 -0.2
H 1.2058 2.4130 -0.2326 0.2 0.0 0.1
H -0.6730 2.0401 1.1973 -0.9 -0.1 1.2
H -3.0799 0.5131 1.3721 0.2 1.0 0.3
H -3.6437 -0.5788 -0.6601 0.0 -0.3 0.6
H -2.2419 -0.7942 -2.5091 0.4 -0.2 0.0
C 0.5348 0.1508 3.1378 0.5 -0.4 0.9
C 0.9345 -1.1889 2.5660 -0.3 0.4 -0.5
N 2.0828 -1.1714 1.8060 -0.1 0.0 -0.2
O 0.3055 -2.1960 2.8000 0.2 -0.2 0.2
H 1.2853 0.3948 3.8919 -0.1 -0.1 0.3
H -0.4274 0.0102 3.6175 -0.1 0.3 -0.1
H 0.5702 0.9998 2.4777 -0.2 -0.1 -0.5
H 2.2717 -2.0416 1.3307 0.0 0.0 0.0
H 2.2036 -0.3484 1.2270 0.1 -0.1 0.2
```
Forces are in eV/Å.

Its multiplicity is 1. Its relative energy (zero: lowest compared OMol25 entry of this formula, charge and spin) is 25.9 kcal per mole. Its SMILES is Cc1c[nH]c2ccccc12.CC(N)=O. The calculation puts the largest force on an atom at 0.0362 hartree/bohr. For the total energy, the calculation gives -16661.7891 eV.

The computed Löwdin charges, all in e, follow: atom 1 (C): -0.0413, atom 2 (C): -0.2184, atom 3 (C): -0.0627, atom 4 (N): 0.0572, atom 5 (C): -0.2377, atom 6 (C): -0.0480, atom 7 (C): -0.0731, atom 8 (C): -0.0884, atom 9 (C): -0.0231, atom 10 (C): -0.1386, atom 11 (H): 0.0739, atom 12 (H): 0.0797, atom 13 (H): 0.0779, atom 14 (H): 0.1123, atom 15 (H): 0.1426, atom 16 (H): 0.1055, atom 17 (H): 0.1032, atom 18 (H): 0.0976, atom 19 (H): 0.1086, atom 20 (C): -0.0173, atom 21 (C): -0.5924, atom 22 (N): 0.1441, atom 23 (O): 0.0502, atom 24 (H): 0.0859, atom 25 (H): 0.0875, atom 26 (H): 0.0363, atom 27 (H): 0.1007, atom 28 (H): 0.0782